The following is a DFT calculation (the ωB97M-V functional and the def2-TZVPD basis) of a 3-piece molecular cluster, C3H10N2O5 overall at a distorted geometry.

Properties
Spin multiplicity: 1
Relative energy (zero: lowest compared OMol25 entry of this formula, charge and spin): 890.5 kJ/mol
Highest occupied orbital energy: -10.378 eV
Net charge: 0
Largest force on an atom: 2.65 eV/Å

Each line ends with the Löwdin charge.
Element x y z (Å)
C 3.323 0.047 -0.330  -0.150
O 3.007 -0.391 -1.671  -0.120
H 3.589 1.090 -0.155  0.082
H 2.415 -0.138 0.244  0.001
H 4.126 -0.556 0.095  0.089
H 2.246 0.097 -1.996  0.067
C -2.982 -0.415 -0.430  0.028
N -3.037 1.024 0.020  -0.412
O -2.489 1.931 -0.607  0.041
O -3.575 1.215 1.117  0.043
H -2.162 -0.417 -1.148  0.087
H -3.873 -0.576 -1.036  0.107
H -2.750 -1.120 0.369  0.078
C 0.512 0.260 1.119  0.043
N 0.060 -0.864 0.265  -0.377
O 0.849 -1.301 -0.554  0.087
O -1.001 -1.362 0.664  -0.005
H -0.406 0.778 1.397  0.100
H 1.205 0.970 0.668  0.090
H 0.942 -0.271 1.968  0.124

---

The following is a DFT calculation (the ωB97M-V functional and the def2-TZVPD basis) of an isolated ion of composition C3H10N2OP and charge +1 at a distorted geometry.

Properties
Spin multiplicity: 1
Relative energy (zero: lowest compared OMol25 entry of this formula, charge and spin): 111.4 kJ/mol
Highest occupied orbital energy: -14.192 eV
Net charge: +1
Largest force on an atom: 6.18 eV/Å

Each line ends with the Löwdin charge.
Element x y z (Å)
C -1.947 -0.675 -0.132  -0.161
C 1.701 0.082 1.354  -0.198
C 1.441 0.143 -1.439  -0.148
N -3.202 -0.240 -0.228  0.193
N -0.919 0.072 0.266  -0.018
O 0.352 -2.210 -0.021  -0.388
P 0.694 -0.628 -0.026  0.705
H -1.745 -1.731 -0.527  0.175
H 1.473 -0.308 2.454  0.106
H 2.804 -0.110 1.349  0.068
H 1.690 1.221 1.407  0.069
H 2.345 -0.408 -1.474  0.061
H 0.867 -0.147 -2.237  0.029
H 1.606 1.223 -1.182  0.097
H -3.878 -0.764 -0.650  0.090
H -3.463 0.774 -0.128  0.170
H -1.098 1.028 0.603  0.151

---

The following is a DFT calculation (the ωB97M-V functional and the def2-TZVPD basis) of an isolated ion of composition C3H10N2P and charge +1 at a distorted geometry.

Properties
Spin multiplicity: 1
Relative energy (zero: lowest compared OMol25 entry of this formula, charge and spin): 209.4 kJ/mol
Highest occupied orbital energy: -13.953 eV
Net charge: +1
Largest force on an atom: 4.64 eV/Å

Each line ends with the Löwdin charge.
Element x y z (Å)
C -0.124 1.298 -0.085  -0.255
C 1.149 -1.508 0.059  -0.033
C -0.807 -0.011 -0.135  -0.498
N 1.312 1.378 -0.356  0.038
N -0.237 -1.186 -0.269  0.010
P -2.687 -0.130 -0.142  0.916
H -0.507 1.585 1.013  0.178
H 1.752 -1.339 -0.801  0.083
H 1.349 -0.844 0.951  0.112
H 1.523 -2.514 0.373  0.118
H -0.729 1.799 -0.840  0.104
H 1.827 1.605 0.532  0.122
H 1.582 1.950 -1.078  0.049
H -0.857 -1.948 -0.500  0.128
H -2.802 1.331 -0.697  -0.011
H -2.675 0.484 1.178  -0.062

---

The following is a DFT calculation (the ωB97M-V functional and the def2-TZVPD basis) of one molecule with the formula C3H10N2P2 at a distorted geometry.

Properties
Spin multiplicity: 1
Relative energy (zero: lowest compared OMol25 entry of this formula, charge and spin): 220.0 kJ/mol
Highest occupied orbital energy (alpha / beta): -7.674 / -7.426 eV
Net charge: 0
Largest force on an atom: 5.71 eV/Å

Each line ends with the Löwdin charge.
Element x y z (Å)
C 0.071 -1.013 0.153  -0.692
C 0.780 -1.865 -0.996  -0.121
C 0.148 2.427 -1.010  -0.171
N -0.798 -1.602 1.059  -0.499
N -1.094 1.790 -0.600  -0.413
P -1.480 0.151 -0.523  0.998
P -0.892 -1.158 2.595  0.622
H 0.863 -0.318 0.688  0.091
H 1.311 -1.309 -1.678  0.012
H 0.054 -2.566 -1.493  0.072
H 1.411 -2.649 -0.410  0.095
H -0.180 3.479 -0.908  0.084
H 0.963 1.936 -0.433  0.073
H 0.564 2.396 -2.050  0.082
H -1.754 2.431 -0.231  0.037
H 0.085 -0.089 2.620  -0.116
H -0.052 -2.041 3.219  -0.153

---

The following is a DFT calculation (the ωB97M-V functional and the def2-TZVPD basis) of one molecule with the formula C3H10N2S at a distorted geometry.

Properties
Spin multiplicity: 1
Relative energy (zero: lowest compared OMol25 entry of this formula, charge and spin): 185.8 kJ/mol
Highest occupied orbital energy: -8.855 eV
Net charge: 0
Largest force on an atom: 5.21 eV/Å

Each line ends with the Löwdin charge.
Element x y z (Å)
N 0.106 0.520 1.307  -0.013
C -0.080 -0.323 0.200  -0.518
C 0.655 0.304 -1.077  -0.439
S -0.308 1.882 -1.481  0.610
C 0.503 -1.820 0.595  -0.158
N -0.272 -2.277 1.956  -0.048
H 0.101 1.527 1.021  0.052
H -0.606 0.213 1.995  0.085
H -1.108 -0.525 -0.063  0.102
H 1.720 0.460 -1.158  0.065
H 0.410 -0.305 -2.038  0.082
H -1.640 1.814 -1.960  -0.118
H 1.565 -1.752 0.955  0.098
H 0.392 -2.595 -0.248  0.103
H -1.247 -2.412 1.688  0.030
H 0.039 -3.209 2.353  0.066

---

The following is a DFT calculation (the ωB97M-V functional and the def2-TZVPD basis) of C3H10N2S as an isolated structure at a distorted geometry.

Properties
Spin multiplicity: 1
Relative energy (zero: lowest compared OMol25 entry of this formula, charge and spin): 411.4 kJ/mol
Highest occupied orbital energy: -9.227 eV
Net charge: 0
Largest force on an atom: 6.81 eV/Å

Each line ends with the Löwdin charge.
Element x y z (Å)
C -1.291 0.088 0.696  -0.333
C 0.199 0.428 0.409  -0.573
C 1.047 -0.644 -0.163  -0.519
H -2.864 -1.286 -0.269  0.180
H -0.949 -1.423 -0.679  0.125
H -1.845 0.953 1.110  0.095
H -1.332 -0.635 1.673  0.130
H 0.606 0.361 1.513  0.133
H 0.979 2.065 -0.607  -0.010
H -0.771 1.794 -1.021  0.137
H 0.734 -0.577 -1.244  0.079
H 0.825 -1.705 0.357  0.128
H 3.521 -0.705 -0.923  -0.148
N -1.835 -0.507 -0.635  -0.095
N 0.098 1.799 -0.300  0.026
S 2.877 -0.006 0.082  0.646

---

The following is a DFT calculation (the ωB97M-V functional and the def2-TZVPD basis) of a 2-piece molecular cluster, C3H10N2S overall at a distorted geometry.

Properties
Spin multiplicity: 1
Relative energy (zero: lowest compared OMol25 entry of this formula, charge and spin): 71.7 kJ/mol
Highest occupied orbital energy: -9.216 eV
Net charge: 0
Largest force on an atom: 2.04 eV/Å

Each line ends with the Löwdin charge.
Element x y z (Å)
C -2.541 0.198 1.760  -0.172
C -2.613 -0.595 0.445  -0.646
S -1.436 -0.122 -0.858  0.661
H -1.506 0.397 1.987  0.049
H -2.837 1.272 1.688  0.077
H -3.130 -0.375 2.481  0.072
H -2.385 -1.632 0.683  0.053
H -3.617 -0.729 0.011  0.063
N 2.527 -0.914 -0.178  0.050
C 2.830 0.400 0.157  -0.398
N 3.387 1.152 -0.701  0.046
H 1.981 -1.025 -1.019  0.073
H 2.128 -1.368 0.643  0.075
H 2.821 0.676 1.234  0.115
H 3.773 2.026 -0.350  0.030
H -1.832 1.156 -0.969  -0.148

---

The following is a DFT calculation (the ωB97M-V functional and the def2-TZVPD basis) of one molecule with the formula C3H10N2S at a distorted geometry.

Properties
Spin multiplicity: 1
Relative energy (zero: lowest compared OMol25 entry of this formula, charge and spin): 342.7 kJ/mol
Highest occupied orbital energy: -8.280 eV
Net charge: 0
Largest force on an atom: 3.78 eV/Å

Each line ends with the Löwdin charge.
Element x y z (Å)
C -0.589 0.551 -1.333  -0.105
C -1.171 0.932 1.160  -0.106
C -0.737 -0.100 0.125  -0.557
N 0.974 -1.857 0.037  -0.043
N 0.435 -0.759 0.569  -0.329
S 1.957 0.800 0.446  0.489
H -0.074 1.605 -1.106  0.070
H 0.051 -0.211 -1.903  0.073
H -1.580 0.643 -1.756  0.051
H -0.974 1.949 0.721  0.067
H -0.424 0.849 2.059  0.101
H -2.269 0.878 1.275  0.077
H -1.486 -1.076 0.084  0.188
H 1.217 -1.941 -0.963  0.094
H 1.753 -2.141 0.658  0.102
H 2.919 -0.122 -0.073  -0.173

---

The following is a DFT calculation (the ωB97M-V functional and the def2-TZVPD basis) of a 2-piece molecular cluster, C3H10N2S overall at a distorted geometry.

Properties
Spin multiplicity: 1
Relative energy (zero: lowest compared OMol25 entry of this formula, charge and spin): 398.4 kJ/mol
Highest occupied orbital energy (alpha / beta): -7.685 / -7.686 eV
Net charge: 0
Largest force on an atom: 6.41 eV/Å

Each line ends with the Löwdin charge.
Element x y z (Å)
C -2.050 0.720 0.076  -0.103
C -1.126 -0.333 -0.539  -0.279
C 1.273 1.108 0.128  -0.408
N 0.583 -1.728 0.054  -0.102
N 0.002 -0.625 0.444  -0.171
S 2.821 0.315 -0.180  0.677
H -3.046 0.318 0.292  0.062
H -1.621 1.045 0.976  0.037
H -2.232 1.557 -0.711  0.099
H -1.747 -1.205 -0.630  0.090
H -0.561 -0.136 -1.424  0.082
H 1.355 1.617 1.076  0.023
H 0.933 1.476 -0.728  -0.042
H 1.242 -1.873 -0.740  0.077
H 1.014 -2.247 0.820  0.086
H 3.158 -0.010 1.086  -0.129

---

The following is a DFT calculation (the ωB97M-V functional and the def2-TZVPD basis) of one molecule with the formula C3H10N2S at a distorted geometry.

Properties
Spin multiplicity: 1
Relative energy (zero: lowest compared OMol25 entry of this formula, charge and spin): 87.9 kJ/mol
Highest occupied orbital energy: -8.662 eV
Net charge: 0
Largest force on an atom: 3.10 eV/Å

Each line ends with the Löwdin charge.
Element x y z (Å)
N 1.413 1.144 -0.510  0.024
C 0.451 0.069 -0.518  -0.476
C -0.196 -0.114 0.873  -0.480
S -1.467 1.153 1.491  0.640
C 1.097 -1.280 -0.997  -0.254
N 0.164 -2.201 -1.679  -0.028
H 1.574 1.456 -1.459  0.075
H 2.220 1.036 0.083  0.077
H -0.266 0.244 -1.372  0.142
H 0.561 -0.095 1.667  0.065
H -0.735 -1.048 0.850  0.052
H -1.444 2.058 0.503  -0.172
H 2.005 -1.317 -1.616  0.108
H 1.349 -1.802 0.005  0.116
H 0.446 -2.515 -2.596  0.054
H -0.756 -1.771 -1.776  0.057